No. 1
C51H116N4O5PRbS | the ωB97M-V functional and the def2-TZVPD basis

Its total charge is +4. The largest force on an atom comes out at 0.0688 Eh/bohr. As for the HOMO energy: -0.427 hartree. For the LUMO energy, the calculation gives -0.278 Eh. As for the total energy: -3370.137376 Ha. Its spin multiplicity is 1.

Each line ends with the Löwdin charge.
CARTESIAN COORDINATES (ANGSTROEM)
C 1.822 -2.522 -7.810  -0.07
H -2.468 -3.751 2.610  0.11
O -0.902 -0.383 -0.282  -0.50
C -3.280 -4.397 2.945  0.07
H 5.817 -3.201 -3.026  0.07
C -2.405 6.999 1.402  -0.20
H 4.695 -2.307 6.067  0.11
H 2.204 -1.528 -7.578  0.07
C 7.887 -2.886 -2.523  -0.22
H 1.006 4.751 -6.257  0.07
H -6.983 -6.207 1.955  0.12
H 1.794 -1.158 -5.375  0.11
H 8.200 -3.740 -1.922  0.11
H -4.036 -2.817 5.018  0.10
H 2.517 -3.093 -7.194  0.08
C -4.951 -3.975 0.995  -0.07
C 7.943 2.226 -2.197  -0.13
C 0.145 4.916 -5.610  -0.08
H -1.615 -2.329 -4.585  0.13
N 0.039 -2.561 -5.936  -0.20
H -4.847 -5.889 0.170  0.11
C 0.710 -1.261 -5.427  0.03
H 6.093 2.116 -3.534  0.11
H 2.035 -6.386 -8.372  0.08
H -4.275 -0.809 6.018  0.12
C -4.639 -0.852 4.991  -0.27
C -5.816 -4.823 3.134  -0.10
S 0.442 -0.442 0.365  0.10
H -0.257 -5.544 -6.017  0.11
H -6.491 -0.141 5.794  0.08
H -5.647 -5.174 4.152  0.14
C -6.463 2.651 -2.453  -0.27
H 0.339 -1.379 -4.409  0.10
H -6.614 -0.502 4.111  0.07
C -5.064 -2.459 3.009  -0.08
H -4.564 2.236 -1.714  0.10
H 5.168 -4.555 7.308  0.07
H -3.112 -5.343 2.432  0.10
H -2.603 3.716 0.138  0.09
H 6.924 -0.830 0.793  0.10
H -8.370 3.040 -3.578  0.08
H 0.248 -0.372 -5.855  0.11
N 6.611 0.508 -0.910  -0.21
Rb 1.112 2.153 4.269  0.84
H -5.721 -2.599 5.158  0.12
H -0.888 6.343 -3.369  0.09
H 1.995 -1.416 12.597  0.12
H 6.829 -4.143 -4.065  0.08
H -0.357 -2.052 -7.852  0.13
H 0.107 -3.757 -7.826  0.12
H -3.235 -4.648 4.005  0.09
C 0.543 4.922 -4.071  -0.24
H 3.386 -0.690 10.913  0.13
C 0.677 -5.153 -5.613  -0.22
H 5.448 2.113 -0.614  0.13
O 0.413 -0.869 1.767  -0.50
H -3.187 5.108 1.992  0.10
H 0.676 3.850 -3.921  0.10
C 6.764 -3.176 -3.564  -0.09
H 3.253 -2.541 12.877  0.12
C 1.559 -1.208 9.319  0.03
H 3.813 -1.349 8.249  0.13
H 6.059 3.414 -2.345  0.11
C 0.593 -3.736 -5.047  -0.07
H -0.617 6.257 2.618  0.05
H 5.156 -0.415 0.294  0.12
H 4.169 -5.289 6.009  0.08
H -2.506 9.106 -3.838  0.11
H -3.411 9.736 -5.960  0.08
C -2.518 4.784 -0.063  -0.20
H -6.690 -4.175 3.185  0.13
C -5.938 -0.081 4.856  -0.10
C 1.860 -6.409 -7.296  -0.03
H -1.882 -1.641 -6.217  0.12
H -4.272 5.895 0.874  0.10
H 1.068 -3.938 9.587  0.13
H 0.967 -1.626 8.505  0.09
C 1.949 -3.594 10.128  -0.06
H -0.601 4.191 -5.935  0.06
H 4.317 -2.276 10.965  0.13
H -6.009 -2.101 2.601  0.13
H 1.972 -2.679 -8.878  0.10
C 3.620 -2.411 8.402  -0.07
P -2.981 5.137 -1.896  1.03
H -5.111 4.951 -3.076  0.08
H -3.970 -0.395 4.263  0.11
C -7.288 3.055 -3.709  -0.08
C 3.350 -1.779 10.891  -0.08
H -6.862 3.105 -1.546  0.10
C 7.657 -1.749 -1.507  -0.19
H -2.124 4.194 -3.874  0.10
H 1.471 -3.477 -4.455  0.14
H 0.948 -5.894 -4.860  0.14
C 3.991 -3.138 6.021  -0.27
H 5.885 -0.919 -2.407  0.13
C 7.929 1.418 -0.902  -0.07
H 3.823 -3.076 4.946  0.12
H -6.484 -5.181 0.017  0.12
C -1.487 -2.489 -5.656  -0.13
H -2.145 -4.603 -5.557  0.06
C -0.866 6.736 1.671  -0.10
H -6.654 1.600 -2.237  0.10
O 1.798 -5.162 -6.465  -0.21
H -0.364 6.081 0.959  0.05
C -4.643 4.478 -2.212  -0.24
C -3.570 7.227 -3.531  -0.27
H 8.472 1.625 -2.937  0.11
C 6.841 -0.584 -2.005  -0.12
H -3.488 -3.551 -5.868  0.09
H -5.159 4.926 -1.363  0.09
H 8.819 -2.891 -3.090  0.11
H -2.751 7.656 2.201  0.11
H -7.043 2.451 -4.582  0.08
H 1.484 5.405 -3.808  0.11
H -2.440 -3.862 -7.148  0.08
H -3.725 7.269 -1.269  0.09
H -4.515 2.574 -3.377  0.11
H 4.499 -2.987 8.692  0.13
H -1.465 3.526 -2.398  0.11
C -3.220 5.683 1.067  -0.18
H 2.725 -4.342 9.965  0.13
C -3.093 6.948 -2.097  -0.25
C -5.933 -5.938 2.066  -0.12
H 2.757 -7.019 -7.192  0.09
C 2.946 -2.853 7.064  -0.19
C -2.425 -3.684 -6.073  -0.05
H 0.933 -1.267 10.209  0.11
H -1.432 4.805 -0.145  0.06
C -4.866 -2.277 4.563  -0.19
H -4.573 6.827 -3.681  0.11
O 0.961 0.949 0.350  -0.52
C 6.184 -0.097 0.471  0.07
H 8.504 -1.484 -0.874  0.12
C -4.957 2.937 -2.450  -0.21
H 0.079 -3.807 -4.087  0.14
C -3.478 8.652 -4.031  -0.24
O 1.314 -1.315 -0.447  -0.48
H 0.929 -6.969 -7.213  0.09
H 1.881 -0.210 9.019  0.11
C -5.616 -5.298 0.667  -0.13
H 2.349 -3.740 7.276  0.12
H 8.517 3.153 -2.203  0.13
C 6.414 2.400 -2.532  -0.11
H -5.545 -3.103 0.722  0.12
H 7.276 -0.183 -2.920  0.13
H 8.743 0.709 -0.750  0.12
H -3.090 6.661 -4.331  0.10
H -0.303 7.649 1.863  0.07
H 1.860 -4.304 12.250  0.13
H 2.368 -2.067 6.580  0.11
N -4.755 -3.901 2.572  -0.24
H -2.330 7.606 0.500  0.07
H 6.003 0.714 1.177  0.10
H -4.220 9.146 -3.404  0.11
H 0.619 -3.409 11.909  0.12
H 0.096 5.754 -2.183  0.12
H -0.301 5.873 -5.879  0.06
H -7.029 4.105 -3.844  0.06
C 4.765 -4.424 6.303  -0.10
H -3.961 -3.797 0.576  0.13
H -4.170 -2.115 2.488  0.13
C -0.434 5.399 -3.067  -0.25
N 2.643 -2.264 9.606  -0.23
H -3.415 7.928 -6.089  0.07
H 4.755 0.991 -1.799  0.14
C 5.666 1.507 -1.494  -0.12
H 7.969 2.074 -0.033  0.13
C 1.671 -3.431 11.626  -0.16
H 5.619 -4.490 5.630  0.08
H -5.728 0.988 4.829  0.08
H 6.991 -2.133 -0.734  0.10
H -5.260 -6.789 2.176  0.12
C -1.678 4.461 -2.916  -0.25
C 0.374 -2.763 -7.467  -0.12
C 2.508 -2.259 12.133  -0.13
H 6.692 -2.376 -4.301  0.07
H -4.867 8.944 -5.697  0.08
C -3.796 8.799 -5.556  -0.07
H -2.181 7.324 -1.631  0.09

No. 2
C40H110AsF6O35S15 | the ωB97M-V functional and the def2-TZVPD basis

Its total charge is -1. The largest force on an atom comes out at 0.0953 Eh/bohr. As for the HOMO energy: -0.255 hartree. For the LUMO energy, the calculation gives 0.055 Eh. As for the total energy: -13030.950031 Ha. Its spin multiplicity is 1.

Each line ends with the Löwdin charge.
CARTESIAN COORDINATES (ANGSTROEM)
C -3.234 -5.206 0.000  -0.27
H -1.777 6.771 3.747  0.05
S -7.079 4.217 0.528  0.81
O -2.277 3.494 5.364  -0.28
H 3.587 2.549 1.319  0.10
H 6.688 3.521 -2.276  0.07
C -1.970 -1.229 -3.518  -0.10
H 3.023 1.182 -3.379  0.07
H 3.635 -3.153 6.241  0.06
O -2.268 -1.986 7.525  -0.30
F 0.043 -1.855 -1.597  -0.26
H 1.634 1.908 -2.682  0.03
O 4.085 3.682 -3.007  -0.26
H -2.341 5.133 6.578  0.12
S 1.733 -3.540 -7.875  0.70
C 2.956 -1.293 2.558  -0.08
C -2.394 -1.694 4.872  -0.09
H 3.162 -2.276 2.982  0.05
S 2.651 3.663 -3.679  0.61
F -1.953 -0.443 -0.585  -0.30
H -8.582 3.012 -1.003  0.04
O -7.164 5.554 -0.203  -0.58
H 6.685 -6.875 0.146  0.05
H -1.783 -6.978 -2.472  0.06
C -1.295 0.712 -8.160  -0.26
S 1.416 -4.341 5.807  0.88
C 3.554 -3.715 -7.627  -0.09
H -3.252 2.154 -3.793  0.04
H -1.217 5.163 -0.401  0.06
C 6.609 -3.035 2.428  -0.04
H -0.217 -6.202 1.390  0.08
H 2.817 6.219 -0.437  0.02
H -0.608 5.750 -3.399  0.04
H -5.224 2.780 1.110  0.05
H 2.613 -1.504 -6.432  0.10
H 1.604 4.492 0.235  0.06
C -6.021 -4.248 5.677  -0.06
H 3.374 -4.618 7.139  0.04
O -3.300 -3.374 -4.646  -0.32
H -0.295 3.465 3.395  0.08
O -2.844 4.433 3.073  -0.30
H 0.354 -3.582 -0.069  0.08
S -0.080 1.980 -7.749  0.86
C 2.022 -0.227 5.651  -0.21
C 6.379 -7.235 1.127  -0.07
H -2.507 2.747 -5.288  0.05
H 0.319 2.319 -10.133  0.06
H 4.947 2.507 -4.557  0.12
O 4.540 4.005 0.198  -0.27
O 3.387 -0.460 5.149  -0.28
H -1.036 -1.197 -4.081  0.05
O 5.253 -0.195 3.554  -0.31
H -0.519 -4.569 1.691  0.07
O -0.417 -5.178 -1.130  -0.30
H -4.669 3.033 6.303  0.08
H -3.882 -5.562 -0.801  0.04
H 1.483 -6.450 4.698  0.05
C -5.276 3.782 0.684  -0.23
C -4.163 3.808 6.880  -0.07
F 1.653 -0.396 -0.162  -0.28
C -0.510 8.049 2.620  -0.36
O 2.816 4.042 -5.060  -0.29
H -4.573 -2.443 2.112  0.03
H -0.768 5.497 1.392  0.05
S 0.232 -5.794 -2.530  0.63
C 0.875 1.932 -9.279  -0.26
C 2.243 1.914 -3.587  -0.11
H -1.048 -6.891 -4.143  0.08
C -1.007 4.968 -4.045  -0.25
H -0.846 7.769 4.725  0.08
H 3.999 -2.740 -7.831  0.07
C 3.809 6.555 -0.738  -0.06
H 0.118 8.925 2.784  0.12
H 1.555 1.582 -4.364  0.05
H -6.945 -1.661 -1.471  0.07
O 1.373 -3.113 -6.292  -0.28
F -0.017 0.734 -1.835  -0.28
H 5.935 -8.223 1.005  0.06
O 4.902 6.003 1.673  -0.31
H -4.465 -1.568 -1.724  0.10
H 0.941 1.476 6.631  0.08
O -1.260 8.160 1.458  -0.25
H -2.736 -6.154 0.202  0.06
C 1.791 1.262 5.983  -0.07
H 5.797 1.873 -2.559  0.08
H 0.177 7.203 2.662  0.11
C 2.863 -3.745 6.732  -0.27
O -4.209 -3.136 6.333  -0.25
H -3.703 3.199 7.659  0.07
O 0.797 7.226 0.140  -0.30
C -2.419 2.727 -4.201  -0.23
O 1.499 -2.309 -8.653  -0.33
C 6.292 2.762 -2.950  -0.06
O 6.421 5.640 -0.258  -0.31
C -1.425 7.801 3.802  -0.06
H 1.204 -5.209 1.923  0.07
C 2.266 -5.861 5.175  -0.24
H 3.589 -1.219 1.674  0.06
S 4.747 -6.231 1.328  0.68
C -1.369 5.735 0.514  -0.11
O 1.088 -4.819 -8.175  -0.29
H 6.750 -4.590 0.795  0.11
C -4.620 -3.909 5.254  -0.37
H -1.339 -1.425 4.930  0.05
H -5.006 4.364 7.289  0.08
O -1.352 7.761 -1.095  -0.28
H 2.653 -0.820 -4.285  0.06
H 1.838 2.411 -9.098  0.06
S -2.533 3.202 3.749  0.64
H -2.055 -5.578 -3.403  0.06
S -3.298 -1.894 -4.623  0.74
C 1.930 -1.608 -4.493  -0.04
H 7.253 2.487 -3.386  0.08
H -3.088 -0.860 4.974  0.07
S 5.090 5.608 0.308  0.67
H -7.074 -1.998 -3.196  0.08
C 1.650 -1.753 -5.987  -0.29
O -4.692 -1.330 -3.785  -0.28
H -2.250 8.495 3.643  0.09
H -7.654 1.808 -0.193  0.05
O 4.350 -5.779 -0.009  -0.29
C 3.404 3.566 0.972  -0.26
H -1.106 5.433 -5.026  0.06
H 1.651 1.896 5.108  0.05
H 5.845 -2.634 3.094  0.05
H -2.354 6.015 0.888  0.08
C 2.075 3.510 0.241  -0.04
C -5.069 -1.927 -2.558  -0.31
O 0.764 1.300 -6.607  -0.58
H -5.826 -4.962 6.477  0.09
H 3.666 -4.096 -6.612  0.07
H -3.687 5.026 5.368  0.10
S 3.793 -0.030 3.649  0.66
H 1.914 -1.041 2.362  0.05
O 3.900 -7.051 2.162  -0.30
H -0.820 -0.248 -8.361  0.06
C -0.923 2.578 3.301  -0.09
S -2.650 4.414 -3.454  0.84
H -3.332 -2.336 1.003  0.04
O 0.820 -4.851 -3.424  -0.27
H -6.680 -3.411 5.908  0.08
H -5.036 -3.009 -2.685  0.11
H -1.932 1.010 -8.993  0.06
O -3.286 -1.154 -5.900  -0.33
H 0.841 -1.111 -6.336  0.09
C 5.189 3.304 -3.853  -0.27
H -0.234 4.202 -3.989  0.02
H -0.612 1.743 3.928  0.07
H 5.422 -3.419 0.785  0.12
H -4.820 4.422 1.440  0.03
H 2.901 -5.473 4.379  0.03
H -6.542 -4.620 4.795  0.08
H -1.209 2.210 2.316  0.06
H 1.938 -0.951 6.461  0.10
C -4.290 -2.838 1.137  -0.21
H -1.449 2.441 -3.795  0.04
H -4.848 3.826 -0.317  0.04
H -6.629 -0.407 -2.685  0.08
O -2.618 4.222 -1.994  -0.56
H 2.527 -3.014 7.468  0.04
H 7.074 -6.985 1.929  0.07
C 0.277 -5.231 1.350  -0.03
O 3.144 1.249 3.377  -0.31
H -2.707 -4.425 -0.549  0.05
H 7.025 -2.151 1.944  0.09
H 2.602 1.790 6.485  0.08
H 1.255 -0.547 4.945  0.10
O 1.705 4.431 -2.850  -0.30
H -4.070 -4.805 4.964  0.10
C -6.495 -1.462 -2.444  -0.07
H 1.455 -4.794 -0.443  0.10
C 0.436 -4.669 -0.076  -0.25
F -0.415 0.853 0.662  -0.28
F -0.386 -1.558 0.921  -0.28
O -3.492 2.091 3.628  -0.31
H 2.244 3.150 -0.774  0.05
H -2.510 -2.180 3.903  0.06
H 3.817 -4.566 -8.255  0.06
O 1.229 -3.366 4.596  -0.57
C -7.591 2.820 -0.593  -0.26
H -4.573 -3.350 4.319  0.08
S -0.657 7.291 0.080  0.69
H 7.251 -3.572 3.127  0.07
S -2.554 -2.785 6.349  0.69
O 5.285 -4.923 2.150  -0.26
C -1.310 -6.355 -3.231  -0.12
H 3.011 -6.376 5.781  0.05
O -3.616 -4.869 2.747  -0.57
H -4.923 -2.537 0.302  0.02
H 3.930 6.173 -1.752  0.05
H 1.396 2.788 0.695  0.07
C 6.020 -4.074 1.419  -0.35
H 5.716 4.113 -4.359  0.12
H 1.060 -1.472 -3.850  0.05
C -3.059 4.485 6.076  -0.25
H -6.881 2.981 -1.404  0.04
H 1.056 0.868 -9.427  0.05
H 2.357 -2.557 -4.170  0.08
H -2.187 -0.214 -3.183  0.05
H 3.325 4.252 1.815  0.11
H 4.042 7.616 -0.656  0.07
S -4.304 -4.706 1.396  0.88
H -2.007 0.457 -7.375  0.03
As -0.141 -0.470 -0.477  0.95
H -1.917 -1.940 -2.694  0.04
O -1.764 -3.951 5.975  -0.32
O 1.008 -6.985 -2.160  -0.31